(1)
The following is a DFT calculation (wB97M-V/def2-TZVPD) of a molecular structure, C15H30BeI2O6P.

Computed properties:
E_HOMO: -0.369 Eh
electronic energy: -1992.03161 Ha
net charge: +1
maximum force: 4.89 eV/A
Kohn-Sham gap: 2.9958 eV
spin multiplicity: 1

```
55
Properties=species:S:1:pos:R:3:forces:R:3:lowdin_charge:R:1
C 0.594 -3.358 0.263 -0.079 0.408 -0.172 -0.07
C 1.921 -2.623 0.294 -0.864 -0.496 0.455 -0.25
O 1.664 -1.240 0.665 -0.069 0.551 -1.118 -0.25
P 2.989 -0.350 0.626 0.401 -0.137 1.173 0.43
O 3.940 -0.872 1.592 1.052 -0.257 0.626 -0.23
C 2.507 1.311 1.132 -0.732 -0.031 -1.135 -0.17
C 1.534 2.095 0.214 -0.039 0.384 0.409 -0.19
C 0.145 2.239 0.886 2.323 -2.246 0.485 -0.17
C -0.765 1.102 0.636 -2.977 3.809 -0.729 -0.10
C -1.837 1.050 1.748 0.816 -1.642 0.672 -0.17
O -1.652 -0.006 2.655 0.036 0.259 0.007 -0.04
C -1.981 -1.277 2.160 -0.581 -0.774 0.022 -0.23
O -3.339 -1.571 2.316 0.333 0.576 -0.134 -0.06
C -4.091 -1.613 1.130 -0.231 -0.546 -0.214 -0.17
C -3.898 -2.927 0.314 0.188 0.278 0.043 -0.21
O -3.088 -3.867 0.985 0.305 -0.057 -0.094 -0.04
C -1.431 1.088 -0.692 0.498 -0.738 0.136 -0.69
I -0.297 -0.185 -2.041 0.090 -0.022 0.283 1.16
C -1.652 2.460 -1.369 0.024 -0.261 -0.914 -0.72
C -2.203 2.301 -2.799 -0.407 0.329 0.633 -0.22
I -2.996 3.749 -0.249 0.628 -0.568 0.836 0.97
O 3.568 -0.315 -0.856 -0.511 0.007 0.242 -0.22
C 5.005 -0.034 -0.896 -0.175 0.624 -0.932 -0.24
C 5.256 0.729 -2.177 -0.037 -0.323 0.624 -0.06
H 0.599 -4.127 -0.500 0.046 -0.318 0.027 0.09
H -0.181 -2.649 -0.004 -0.244 0.130 -0.165 0.01
H 0.340 -3.772 1.230 -0.011 -0.191 0.163 0.09
H 2.530 -3.076 1.062 0.538 0.100 0.034 0.12
H 2.409 -2.667 -0.668 0.232 0.136 -0.233 0.11
H 2.137 1.162 2.139 -0.161 0.119 0.248 0.10
H 3.412 1.894 1.215 0.488 -0.131 0.113 0.10
H 1.943 3.081 0.039 0.069 0.299 0.010 0.12
H 1.446 1.640 -0.762 0.021 -0.158 -0.255 0.04
H -0.365 3.184 0.664 -0.452 -0.036 -0.308 0.10
H 0.348 2.256 1.949 -0.144 0.283 0.359 0.13
H -1.708 1.952 2.336 0.093 0.323 0.019 0.14
H -2.832 1.073 1.306 -0.165 -0.233 -0.162 0.10
H -1.695 -1.410 1.111 0.137 0.298 -0.222 0.11
H -1.420 -1.994 2.742 0.166 -0.016 0.331 0.15
H -3.904 -0.769 0.462 0.203 0.294 0.048 0.10
H -5.129 -1.541 1.426 -0.206 0.056 0.197 0.13
H -4.880 -3.345 0.132 -0.201 -0.303 0.009 0.12
H -3.473 -2.704 -0.662 0.068 0.123 -0.210 0.11
H -2.260 -3.959 0.496 -0.253 -0.097 0.199 0.08
H -2.380 0.587 -0.604 -0.264 -0.328 -0.159 0.06
H -0.705 2.967 -1.455 0.146 0.398 0.395 0.08
H -3.098 2.899 -2.931 -0.216 0.153 -0.141 -0.06
H -1.475 2.684 -3.495 0.243 -0.215 -0.358 0.09
H -2.493 1.285 -3.022 0.051 -0.237 -0.182 0.04
H 5.276 0.616 -0.078 0.086 -0.125 0.520 0.11
H 5.558 -0.958 -0.846 0.000 -0.311 0.171 0.12
H 6.315 0.944 -2.238 0.239 0.047 -0.219 0.09
H 4.929 0.148 -3.027 -0.017 0.013 -0.352 0.08
H 4.717 1.665 -2.104 -0.131 0.253 -0.312 0.07
Be -3.850 5.050 -2.446 -0.353 0.547 -0.767 0.26
```
Forces are in eV/Å.

=====

(2)
The following is a DFT calculation (wB97M-V/def2-TZVPD) of 9 unconnected molecules or ions with the total composition C31H61NO13S5.

Computed properties:
E_HOMO: -0.353 Eh
electronic energy: -4241.36921 Ha
net charge: 0
SMILES: O=S1(=O)CCCC1.O=S1(=O)CCCC1.O=S1(=O)CCCC1.O=S1(=O)CCCC1.O=S1(=O)CCCC1.CC(C)=O.CC(C)=O.CC(C)=O.CC#N
maximum force: 3.49 eV/A
Kohn-Sham gap: 9.2991 eV
spin multiplicity: 1

```
111
Properties=species:S:1:pos:R:3:forces:R:3:lowdin_charge:R:1
O -6.459 8.553 2.204 -2.562 -0.359 0.790 -0.31
S -5.064 8.535 2.031 1.104 -0.607 -1.934 0.62
O -4.283 9.481 2.748 0.938 0.830 0.204 -0.30
C -4.349 6.909 2.259 0.082 -0.108 -0.085 -0.23
C -4.405 6.289 0.871 0.367 -0.600 -1.308 -0.22
C -3.938 7.378 -0.171 -0.655 0.884 1.417 -0.19
C -4.856 8.549 0.192 0.174 0.537 0.524 -0.23
H -4.937 6.395 3.019 -0.010 -0.047 -0.127 0.11
H -3.332 7.048 2.627 -0.013 0.051 -0.065 0.11
H -3.805 5.390 0.732 0.282 0.045 0.453 0.11
H -5.414 5.926 0.680 -0.215 0.371 -0.202 0.11
H -4.056 7.235 -1.245 0.104 -0.800 0.215 0.11
H -2.905 7.639 0.060 0.139 -0.104 -0.171 0.11
H -5.823 8.363 -0.277 -0.205 0.044 0.492 0.10
H -4.590 9.578 -0.049 0.479 -0.151 -0.198 0.10
O 3.614 -1.232 2.039 1.859 0.958 0.700 -0.39
S 5.031 -1.028 2.435 -0.884 -0.472 -0.525 0.73
O 5.584 0.231 2.965 -1.198 -1.564 -0.684 -0.36
C 5.487 -2.450 3.521 1.028 0.923 -2.252 -0.19
C 5.920 -3.483 2.418 1.224 -0.482 0.606 -0.20
C 6.928 -2.748 1.395 -1.428 -0.081 1.604 -0.18
C 6.079 -1.524 0.978 0.734 -0.385 0.065 -0.22
H 4.790 -2.672 4.329 -0.244 -0.124 -0.583 0.11
H 6.404 -2.029 3.935 0.129 -0.358 0.389 0.09
H 6.347 -4.336 2.945 0.687 0.145 0.047 0.10
H 5.152 -4.023 1.865 -0.608 0.836 -0.088 0.11
H 7.203 -3.388 0.557 -0.351 0.054 -0.028 0.11
H 7.871 -2.440 1.848 -0.162 -0.075 0.414 0.11
H 5.534 -1.889 0.108 -0.747 0.621 0.315 0.10
H 6.670 -0.645 0.722 -0.118 -0.032 0.011 0.09
O 3.848 6.528 -0.967 -0.347 -1.214 -0.232 -0.34
S 3.717 5.789 -2.216 -0.406 0.420 1.638 0.69
O 4.416 6.414 -3.298 -0.234 -0.307 -1.177 -0.33
C 4.183 4.005 -2.173 2.864 1.981 -0.176 -0.26
C 2.998 3.203 -2.204 -2.682 -0.639 1.239 -0.25
C 1.824 3.977 -2.878 0.269 -0.258 -1.028 -0.21
C 1.895 5.446 -2.517 2.051 0.170 0.648 -0.20
H 4.794 3.796 -1.295 0.061 0.336 0.007 0.11
H 4.828 3.914 -3.047 -0.043 -0.007 -0.110 0.11
H 3.224 2.188 -2.533 -0.451 0.107 -0.477 0.12
H 2.705 3.101 -1.159 -0.260 -0.314 0.189 0.12
H 0.850 3.626 -2.539 0.124 -0.400 -0.293 0.11
H 1.928 3.884 -3.959 -0.296 -0.198 -0.096 0.11
H 1.438 5.568 -1.535 -0.039 0.623 -0.194 0.10
H 1.680 6.212 -3.261 -0.638 -0.322 0.080 0.10
O 2.363 -5.705 5.509 -0.818 -1.024 0.440 -0.35
S 0.948 -5.905 5.227 -0.861 0.754 -1.110 0.72
O 0.422 -7.022 4.432 0.974 0.822 1.048 -0.35
C -0.167 -5.710 6.696 0.150 0.694 -0.138 -0.19
C -1.072 -4.502 6.359 -0.234 -0.707 -0.601 -0.22
C -0.360 -3.575 5.404 1.070 2.263 -0.785 -0.24
C 0.502 -4.324 4.383 -0.660 -1.959 0.240 -0.20
H 0.437 -5.515 7.582 0.065 -0.339 -0.082 0.10
H -0.809 -6.590 6.755 0.592 -0.170 0.216 0.10
H -1.935 -4.950 5.865 -0.160 0.222 -0.202 0.11
H -1.480 -3.947 7.203 0.349 -0.235 0.223 0.12
H 0.201 -2.776 5.888 0.829 -0.644 0.814 0.11
H -0.997 -2.837 4.917 -0.841 -0.704 -0.522 0.11
H 1.488 -4.059 4.001 -0.262 0.989 0.433 0.09
H -0.085 -4.656 3.527 -0.160 0.083 -0.001 0.09
O 2.789 -4.285 -6.128 1.157 -1.820 1.913 -0.35
S 3.128 -5.188 -4.988 -0.288 1.654 -0.390 0.73
O 4.214 -4.901 -4.030 -1.321 0.195 -1.440 -0.36
C 1.562 -5.482 -4.076 1.921 0.806 0.699 -0.21
C 1.002 -6.760 -4.600 -1.864 -1.148 1.055 -0.26
C 1.812 -7.339 -5.692 1.908 0.170 -1.482 -0.22
C 3.305 -6.914 -5.433 -0.785 0.020 -0.651 -0.21
H 0.960 -4.573 -4.058 -0.020 -0.222 -0.338 0.11
H 2.043 -5.590 -3.103 -0.587 -0.135 0.373 0.09
H 0.957 -7.552 -3.852 -0.031 0.402 0.631 0.12
H -0.031 -6.659 -4.935 -0.015 0.202 0.002 0.12
H 1.440 -6.881 -6.609 0.555 -0.109 -0.394 0.12
H 1.704 -8.419 -5.797 0.031 0.087 0.128 0.12
H 4.019 -7.030 -6.249 -0.304 0.126 -0.196 0.11
H 3.783 -7.341 -4.552 -0.363 -0.218 0.105 0.10
C 0.995 2.444 4.699 -0.494 -0.710 0.693 -0.02
C -0.168 3.354 5.017 -0.293 1.546 -1.201 -0.49
C -1.503 3.164 4.278 0.256 -0.372 0.605 -0.02
O -0.040 4.313 5.746 0.085 -0.546 0.195 0.06
H 1.329 2.365 3.665 -0.114 0.640 -0.058 0.09
H 0.623 1.438 4.890 0.146 -0.310 0.249 0.07
H 1.802 2.670 5.396 0.070 -0.028 -0.304 0.09
H -1.752 2.103 4.269 -0.137 -0.023 -0.279 0.07
H -1.460 3.547 3.258 0.304 -0.182 -0.087 0.08
H -2.299 3.715 4.778 0.184 -0.026 0.161 0.08
C -3.527 -0.923 -7.179 0.999 -1.366 2.071 -0.02
C -2.655 -0.308 -6.037 -1.175 1.347 -1.124 -0.48
C -1.813 0.857 -6.521 0.990 -1.112 0.854 -0.03
O -2.722 -0.555 -4.850 -0.041 -0.540 -1.044 0.05
H -2.869 -1.181 -8.009 -0.231 0.395 -0.244 0.08
H -4.406 -0.335 -7.443 0.341 0.179 -0.028 0.09
H -3.829 -1.869 -6.730 -0.549 -0.137 -0.318 0.07
H -1.767 1.031 -7.596 -0.794 0.457 0.233 0.08
H -0.793 0.538 -6.305 0.313 0.184 0.315 0.08
H -2.059 1.636 -5.800 0.171 0.568 -0.679 0.09
C -6.655 -0.719 1.509 0.648 1.245 -0.882 -0.03
C -7.000 -0.218 0.070 0.227 -0.690 0.326 -0.44
C -5.921 -0.687 -0.960 -0.946 0.064 0.614 -0.02
O -7.957 0.484 -0.194 1.207 -0.774 0.137 0.06
H -5.585 -0.514 1.533 0.226 -0.123 0.325 0.06
H -6.737 -1.790 1.696 -0.487 0.121 -0.143 0.08
H -7.073 -0.061 2.271 -0.502 -0.448 -0.043 0.08
H -4.926 -0.745 -0.518 0.079 0.932 -0.038 0.06
H -6.010 -0.092 -1.869 0.309 -0.226 0.053 0.08
H -6.032 -1.754 -1.153 -0.741 -0.083 -0.364 0.08
C -0.443 -0.819 -0.647 0.143 0.713 0.272 -0.06
C -1.156 0.467 -0.619 -2.075 2.145 0.021 -0.28
N -1.731 1.489 -0.559 1.636 -2.657 -0.161 0.11
H 0.586 -0.499 -0.811 0.231 -0.643 0.008 0.08
H -0.776 -1.526 -1.408 -0.085 0.414 -0.128 0.08
H -0.544 -1.295 0.328 0.171 0.062 -0.009 0.08
```
Forces are in eV/Å.